[1]
{
  "formula": "ClFH2NP",
  "method": "the ωB97M-V functional and the def2-TZVPD basis",
  "symbols": ["N", "P", "F", "Cl", "H", "H"],
  "coordinates": [[1.03, -0.26, 0.24], [-0.85, 0.13, -0.64], [-1.21, 1.25, 0.39], [-2.08, -1.24, 0.05], [1.63, -0.48, -0.60], [1.49, 0.60, 0.57]],
  "relative_energy_kcal_mol": 29.76,
  "fmax_ev_per_a": 4.3,
  "spin_multiplicity": 1,
  "charge": 0
}

[2]
{
  "formula": "C25H49ClInO2P2",
  "method": "the ωB97M-V functional and the def2-TZVPD basis",
  "symbols": ["In", "Cl", "P", "C", "C", "C", "C", "H", "C", "H", "H", "H", "H", "H", "H", "H", "C", "C", "H", "H", "H", "H", "H", "H", "C", "H", "C", "H", "H", "H", "H", "H", "H", "H", "H", "P", "C", "C", "C", "C", "H", "C", "H", "H", "H", "H", "H", "H", "H", "C", "C", "H", "H", "H", "H", "H", "H", "C", "H", "C", "H", "H", "H", "H", "H", "H", "O", "C", "O", "C", "C", "C", "C", "C", "C", "H", "H", "H", "H", "H"],
  "coordinates": [[-0.16, -0.03, -0.02], [-2.32, -1.26, -0.21], [-1.06, 1.78, -1.65], [-2.82, 2.15, -1.18], [-0.15, 3.39, -1.80], [-1.10, 0.84, -3.24], [-3.06, 2.15, 0.34], [-3.36, 1.28, -1.60], [-3.31, 3.44, -1.83], [-2.94, 4.32, -1.29], [-4.41, 3.46, -1.78], [-3.03, 3.52, -2.88], [-3.11, 1.13, 0.73], [-4.01, 2.65, 0.56], [-2.26, 2.68, 0.88], [-1.74, -0.02, -2.95], [0.26, 0.27, -3.68], [-1.77, 1.67, -4.33], [-2.84, 1.77, -4.14], [-1.65, 1.15, -5.29], [-1.30, 2.66, -4.41], [0.98, 0.17, -2.87], [0.71, 0.87, -4.48], [0.10, -0.75, -4.08], [-0.01, 4.02, -0.41], [-0.78, 4.04, -2.44], [1.21, 3.19, -2.46], [-0.97, 4.35, 0.00], [0.64, 4.91, -0.48], [0.45, 3.32, 0.30], [1.77, 2.39, -1.96], [1.80, 4.12, -2.37], [1.13, 2.96, -3.52], [-0.65, 1.07, 1.28], [0.49, -1.08, -1.34], [0.63, -2.00, 1.62], [0.13, -3.63, 0.86], [2.40, -2.13, 2.13], [-0.50, -1.71, 3.04], [0.30, -3.66, -0.67], [-0.95, -3.66, 1.08], [0.85, -4.80, 1.52], [1.88, -4.89, 1.15], [0.32, -5.72, 1.24], [0.85, -4.73, 2.61], [-0.47, -3.07, -1.17], [0.21, -4.69, -1.02], [1.28, -3.28, -0.98], [-1.49, -1.77, 2.55], [-0.38, -0.30, 3.67], [-0.36, -2.82, 4.07], [-0.75, -3.77, 3.68], [-0.94, -2.56, 4.96], [0.69, -2.95, 4.37], [0.20, 0.41, 3.07], [0.06, -0.35, 4.68], [-1.39, 0.14, 3.77], [3.26, -2.13, 0.86], [2.51, -3.10, 2.65], [2.82, -1.01, 3.09], [3.24, -3.11, 0.35], [4.31, -1.92, 1.11], [2.92, -1.36, 0.15], [2.60, -0.01, 2.67], [3.90, -1.06, 3.27], [2.31, -1.09, 4.05], [1.82, 2.00, 1.68], [2.46, 1.60, 0.69], [1.98, 0.91, -0.30], [3.94, 1.91, 0.56], [4.67, 1.30, -0.48], [6.05, 1.52, -0.59], [6.72, 2.35, 0.32], [5.99, 2.96, 1.35], [4.61, 2.74, 1.47], [4.17, 0.67, -1.21], [6.62, 1.04, -1.39], [7.80, 2.53, 0.24], [6.50, 3.61, 2.05], [4.06, 3.22, 2.28]],
  "relative_energy_kcal_mol": 0.00,
  "fmax_ev_per_a": 1.5,
  "spin_multiplicity": 1,
  "charge": -1
}

[3]
{
  "formula": "C34H46BN6O3ReSe",
  "method": "the ωB97M-V functional and the def2-TZVPD basis",
  "symbols": ["Re", "C", "C", "C", "C", "C", "C", "C", "N", "C", "C", "C", "C", "C", "C", "C", "N", "C", "C", "C", "C", "H", "H", "H", "H", "H", "H", "H", "H", "H", "H", "H", "H", "H", "H", "H", "H", "H", "H", "H", "H", "H", "H", "H", "H", "O", "C", "O", "H", "C", "C", "C", "C", "C", "C", "Se", "C", "C", "C", "H", "H", "H", "H", "H", "H", "H", "H", "H", "H", "H", "B", "C", "N", "H", "H", "H", "C", "N", "C", "C", "C", "N", "C", "O", "N", "H", "H", "H", "H", "H", "H", "H"],
  "coordinates": [[-0.76, -0.43, -0.33], [2.53, 0.81, -6.13], [3.31, -0.18, -5.25], [3.44, -1.51, -6.01], [4.72, 0.37, -4.97], [2.53, -0.33, -3.96], [2.37, 0.74, -3.08], [1.55, 0.64, -1.99], [0.82, -0.46, -1.71], [1.01, -1.53, -2.51], [1.86, -1.50, -3.60], [0.18, -2.73, -2.24], [0.64, -4.02, -2.49], [-0.20, -5.11, -2.27], [-1.48, -4.83, -1.80], [-1.85, -3.52, -1.56], [-1.04, -2.48, -1.77], [0.30, -6.53, -2.49], [1.05, -6.95, -1.22], [1.25, -6.59, -3.70], [-0.86, -7.51, -2.74], [3.00, 0.88, -7.11], [2.52, 1.81, -5.68], [1.50, 0.49, -6.26], [4.00, -1.34, -6.92], [2.47, -1.90, -6.29], [3.98, -2.25, -5.42], [5.24, 0.52, -5.91], [5.29, -0.33, -4.37], [4.68, 1.32, -4.45], [2.88, 1.68, -3.26], [1.42, 1.48, -1.32], [1.95, -2.39, -4.20], [1.65, -4.16, -2.83], [-2.19, -5.62, -1.61], [-2.85, -3.27, -1.20], [1.87, -6.26, -1.00], [1.47, -7.95, -1.35], [0.38, -6.97, -0.36], [2.22, -6.13, -3.48], [0.81, -6.10, -4.57], [1.44, -7.63, -3.96], [-1.51, -7.59, -1.88], [-0.45, -8.50, -2.93], [-1.45, -7.21, -3.61], [0.35, 2.36, 2.58], [-0.29, 1.29, 2.86], [-0.96, 0.57, 2.11], [-0.21, 1.02, 3.93], [-0.59, 8.81, 3.45], [-0.47, 7.45, 2.82], [-1.42, 6.46, 3.06], [-1.34, 5.21, 2.47], [-2.40, 4.19, 2.76], [-0.24, 4.94, 1.63], [-0.09, 3.21, 0.83], [0.73, 5.92, 1.37], [1.93, 5.68, 0.49], [0.59, 7.16, 1.97], [-1.35, 8.82, 4.22], [-0.85, 9.55, 2.69], [0.36, 9.11, 3.88], [-2.25, 6.68, 3.71], [-3.34, 4.68, 3.00], [-2.11, 3.58, 3.62], [-2.56, 3.52, 1.91], [1.73, 4.95, -0.29], [2.76, 5.31, 1.10], [2.25, 6.61, 0.03], [1.33, 7.92, 1.78], [-0.93, 3.71, -2.04], [-1.29, 2.24, -1.74], [-1.34, 1.15, -1.34], [-0.48, 3.87, -3.13], [-1.81, 4.46, -1.72], [0.00, 3.84, -1.19], [-3.23, -3.12, 2.96], [-1.83, -2.89, 2.63], [-0.80, -3.34, 3.39], [0.49, -3.08, 3.07], [0.74, -2.31, 1.91], [-0.27, -1.89, 1.16], [-1.56, -2.10, 1.54], [-2.46, -1.56, 0.88], [1.97, -1.99, 1.52], [-3.30, -3.79, 3.82], [-3.74, -3.56, 2.11], [-3.72, -2.17, 3.20], [-1.07, -3.91, 4.27], [1.30, -3.42, 3.69], [2.77, -2.19, 2.10], [2.08, -1.33, 0.75]],
  "relative_energy_kcal_mol": 84.83,
  "fmax_ev_per_a": 1.4,
  "spin_multiplicity": 4,
  "s_squared": 3.7714,
  "charge": 1
}

[4]
{
  "formula": "C40H66NO2P2SbSe4Si2Ti",
  "method": "the ωB97M-V functional and the def2-TZVPD basis",
  "symbols": ["Ti", "C", "Si", "C", "C", "C", "C", "C", "C", "P", "C", "C", "C", "C", "C", "C", "C", "C", "C", "C", "C", "C", "C", "C", "C", "C", "C", "C", "P", "C", "C", "C", "C", "C", "C", "C", "C", "C", "C", "C", "C", "H", "H", "H", "H", "H", "H", "H", "H", "H", "H", "H", "H", "H", "H", "H", "H", "H", "H", "H", "H", "H", "H", "H", "H", "H", "H", "H", "H", "H", "H", "H", "H", "H", "H", "H", "H", "H", "H", "H", "H", "H", "H", "H", "H", "H", "H", "H", "H", "H", "H", "H", "H", "H", "H", "H", "O", "N", "Se", "Sb", "Se", "Se", "Se", "O", "H", "H", "C", "Si", "C", "C", "H", "H", "H", "H", "H", "H", "H", "H", "H"],
  "coordinates": [[11.22, 12.17, 14.44], [12.69, 16.06, 16.17], [10.95, 15.12, 15.66], [10.44, 14.17, 17.23], [10.43, 15.00, 18.37], [9.43, 14.80, 19.28], [8.91, 13.47, 19.51], [9.26, 12.43, 18.59], [10.06, 12.78, 17.52], [11.13, 11.43, 16.86], [12.80, 11.30, 17.84], [13.73, 12.57, 17.75], [14.95, 12.39, 18.62], [14.77, 11.31, 19.69], [13.42, 11.40, 20.37], [12.33, 11.06, 19.30], [10.18, 9.57, 17.06], [10.86, 8.38, 16.41], [10.30, 8.01, 15.11], [8.78, 7.78, 14.93], [8.06, 8.38, 16.13], [8.75, 9.79, 16.58], [9.79, 16.56, 15.30], [8.95, 17.24, 16.17], [8.02, 18.13, 15.65], [7.72, 18.05, 14.27], [8.70, 17.46, 13.37], [9.58, 16.54, 13.86], [10.53, 15.35, 13.00], [12.19, 15.88, 12.26], [12.10, 17.33, 11.87], [13.52, 17.84, 11.42], [14.68, 16.85, 11.78], [14.42, 15.32, 11.38], [12.94, 15.06, 11.23], [9.43, 14.44, 11.75], [8.14, 13.92, 12.41], [7.37, 12.91, 11.49], [7.22, 13.40, 10.06], [8.48, 14.01, 9.33], [9.06, 15.08, 10.35], [12.65, 17.06, 15.82], [13.55, 15.66, 15.59], [12.92, 15.97, 17.29], [10.97, 15.93, 18.42], [9.13, 15.54, 20.03], [8.20, 13.29, 20.29], [8.94, 11.39, 18.82], [13.31, 10.34, 17.51], [13.22, 13.52, 18.09], [13.92, 12.73, 16.66], [15.34, 13.31, 19.12], [15.88, 12.12, 18.13], [15.60, 11.38, 20.34], [14.90, 10.31, 19.27], [13.32, 12.41, 20.86], [13.41, 10.81, 21.27], [11.50, 11.66, 19.56], [12.19, 9.98, 19.46], [10.28, 9.52, 18.15], [10.86, 7.47, 17.00], [11.99, 8.53, 16.42], [10.91, 7.15, 14.71], [10.58, 8.80, 14.37], [8.61, 6.70, 14.91], [8.45, 8.20, 13.92], [8.11, 7.67, 16.90], [6.98, 8.54, 15.89], [8.15, 10.25, 17.35], [8.73, 10.43, 15.60], [9.13, 17.20, 17.26], [7.38, 18.80, 16.22], [6.94, 18.64, 13.85], [8.52, 17.68, 12.31], [12.73, 15.83, 13.23], [11.69, 17.91, 12.70], [11.29, 17.53, 11.10], [13.82, 18.85, 11.77], [13.45, 17.92, 10.30], [14.77, 16.97, 12.82], [15.54, 17.24, 11.26], [14.90, 14.55, 11.95], [14.91, 15.25, 10.40], [12.73, 13.99, 11.40], [12.57, 15.41, 10.28], [9.98, 13.55, 11.49], [7.52, 14.79, 12.78], [8.48, 13.48, 13.31], [6.46, 12.78, 12.03], [7.90, 11.91, 11.45], [6.70, 14.38, 10.12], [6.51, 12.78, 9.54], [8.09, 14.52, 8.40], [9.29, 13.28, 9.15], [8.31, 15.87, 10.60], [10.01, 15.55, 9.98], [10.02, 11.36, 13.65], [10.96, 14.17, 14.23], [13.19, 6.95, 12.94], [14.36, 7.55, 10.95], [13.47, 11.58, 13.80], [13.63, 5.21, 9.13], [12.81, 7.41, 8.70], [17.87, 10.33, 17.57], [17.71, 9.49, 17.08], [18.09, 10.20, 18.52], [15.53, 9.25, 14.75], [15.66, 10.92, 13.97], [16.63, 12.08, 15.18], [16.20, 11.14, 12.17], [16.31, 8.53, 14.41], [14.43, 8.97, 14.77], [15.78, 9.43, 15.84], [16.51, 13.09, 14.87], [17.68, 11.79, 15.24], [16.30, 11.88, 16.27], [16.04, 10.28, 11.56], [17.20, 11.59, 12.12], [15.54, 11.96, 11.74]],
  "relative_energy_kcal_mol": 86.40,
  "fmax_ev_per_a": 5.5,
  "spin_multiplicity": 2,
  "s_squared": 0.7559,
  "charge": -1
}

[5]
{
  "formula": "C6H9N",
  "method": "the ωB97M-V functional and the def2-TZVPD basis",
  "symbols": ["C", "C", "C", "N", "C", "C", "C", "H", "H", "H", "H", "H", "H", "H", "H", "H"],
  "coordinates": [[1.48, 1.20, 0.11], [0.39, 0.13, 0.06], [0.97, -1.21, -0.17], [1.39, -2.28, -0.25], [-0.59, -0.20, 1.18], [-1.47, -0.88, -0.27], [-0.76, 0.30, -0.95], [1.98, 1.21, -0.87], [2.23, 0.97, 0.87], [1.06, 2.19, 0.29], [-0.80, 0.76, 1.75], [-0.33, -0.91, 1.97], [-1.22, -1.81, -0.88], [-2.54, -0.95, -0.10], [-0.41, 0.28, -1.99], [-1.37, 1.19, -0.76]],
  "relative_energy_kcal_mol": 67.30,
  "fmax_ev_per_a": 2.2,
  "spin_multiplicity": 1,
  "charge": 0
}

[6]
{
  "formula": "CHN3O3",
  "method": "the ωB97M-V functional and the def2-TZVPD basis",
  "symbols": ["H", "N", "N", "O", "O", "N", "C", "O"],
  "coordinates": [[-2.89, -0.02, -0.45], [-2.05, -0.56, -0.29], [-1.03, 0.04, 0.13], [-0.57, 1.08, 0.41], [0.13, -1.12, 0.31], [1.35, -0.64, 0.26], [2.09, 0.27, -0.04], [2.98, 0.95, -0.33]],
  "relative_energy_kcal_mol": 61.24,
  "fmax_ev_per_a": 3.5,
  "spin_multiplicity": 1,
  "charge": 0
}

Copy entry 5 word for word.
{
  "formula": "C6H9N",
  "method": "the ωB97M-V functional and the def2-TZVPD basis",
  "symbols": ["C", "C", "C", "N", "C", "C", "C", "H", "H", "H", "H", "H", "H", "H", "H", "H"],
  "coordinates": [[1.48, 1.20, 0.11], [0.39, 0.13, 0.06], [0.97, -1.21, -0.17], [1.39, -2.28, -0.25], [-0.59, -0.20, 1.18], [-1.47, -0.88, -0.27], [-0.76, 0.30, -0.95], [1.98, 1.21, -0.87], [2.23, 0.97, 0.87], [1.06, 2.19, 0.29], [-0.80, 0.76, 1.75], [-0.33, -0.91, 1.97], [-1.22, -1.81, -0.88], [-2.54, -0.95, -0.10], [-0.41, 0.28, -1.99], [-1.37, 1.19, -0.76]],
  "relative_energy_kcal_mol": 67.30,
  "fmax_ev_per_a": 2.2,
  "spin_multiplicity": 1,
  "charge": 0
}